{
  "formula": "C17H34Br2N5O6",
  "method": "the ωB97M-V functional and the def2-TZVPD basis",
  "elements": ["H", "H", "H", "H", "C", "O", "H", "H", "C", "N", "O", "C", "O", "C", "H", "C", "H", "C", "H", "H", "H", "H", "C", "H", "H", "H", "H", "Br", "H", "H", "C", "O", "H", "O", "H", "N", "C", "N", "H", "C", "H", "C", "H", "H", "H", "C", "O", "H", "H", "C", "N", "C", "H", "C", "H", "Br", "H", "N", "C", "C", "H", "H", "H", "H"],
  "positions_angstrom": [[-5.24217, -1.23077, -4.22414], [-2.54047, -1.21035, -1.83685], [0.77634, -3.55612, -2.81857], [-0.88320, 1.83265, 1.49010], [0.41531, -4.16270, -0.82046], [1.24392, 2.44299, 4.72072], [-3.24382, 4.42920, 7.09070], [-0.59531, -3.75252, -0.78335], [-1.63174, -1.20338, -2.43189], [-0.62566, 2.47117, 3.48883], [1.72097, 0.48137, -0.88328], [1.43527, 1.60764, 2.48060], [-3.62469, 2.54337, 4.66467], [5.37442, 1.21287, -2.39820], [-1.05023, -0.31270, -2.19648], [1.13440, -5.51084, -2.83377], [-1.86159, 3.22244, 2.00690], [6.65810, -0.94339, -2.15668], [1.10770, -3.44352, -0.38118], [3.98755, -1.17244, -2.25331], [-1.13971, -1.19919, -4.49998], [1.40273, 2.28796, 1.62904], [6.42342, 0.44708, -2.73234], [7.67184, -1.30834, -2.40176], [-4.66106, 6.01685, 6.12339], [-2.26374, 1.59001, 2.58232], [-5.61784, 3.79763, 4.33590], [5.23170, 3.06075, -3.18577], [-1.03815, -2.08436, -2.19708], [6.56230, -0.86607, -1.05304], [-2.81702, 4.28412, 6.09712], [1.41440, -5.50645, -4.02281], [2.47493, 1.44746, 2.75297], [-3.20255, -1.21497, -5.69090], [-4.36757, -2.11828, -2.96901], [0.77796, -4.35793, -2.20946], [-5.41170, 5.57871, 5.47363], [4.40823, 0.80474, -1.54913], [-5.60018, 6.25291, 4.63604], [2.14402, -0.23979, -1.69724], [5.93541, -1.70893, -2.49293], [1.16855, -6.77350, -2.00822], [1.46871, -7.60469, -2.64118], [3.54876, 0.20373, -3.36713], [0.99732, 0.64692, 2.20688], [-4.35602, -1.22419, -3.59443], [1.39658, -1.31587, -2.17300], [-1.94472, 3.64109, 6.18800], [-6.33922, 5.44560, 6.03400], [3.56886, -0.12932, -2.30649], [-1.91653, -1.20544, -3.85652], [-1.44587, 2.26048, 2.31478], [-1.06023, 2.86538, 4.30739], [-3.12710, -1.21464, -4.47071], [-2.49907, 5.24260, 5.68346], [7.75355, 1.10450, -4.01775], [1.88791, -1.69581, -2.92148], [-4.99191, 4.29237, 4.95259], [0.69641, 2.20177, 3.65114], [-3.82656, 3.62981, 5.18565], [-4.38106, -0.33060, -2.96876], [0.44868, -5.08736, -0.25249], [1.89204, -6.67544, -1.19732], [0.17839, -6.98627, -1.60175]],
  "mulliken_charge": [0.30, 0.35, 0.07, 0.33, -0.88, -0.69, 0.42, 0.21, -0.27, 0.03, -0.51, -1.32, -0.62, 0.26, 0.23, 0.88, 0.23, -1.04, 0.24, 0.04, 0.18, 0.37, 0.24, 0.39, 0.32, 0.25, 0.24, -0.33, -0.26, 0.29, -1.44, -0.66, 0.35, -0.67, 0.32, -0.04, -0.81, -0.56, 0.28, 0.33, 0.15, -1.26, 0.30, 0.37, 0.30, -1.16, -0.27, 0.39, 0.28, -0.33, -0.08, -0.77, 0.03, 0.71, 0.36, -0.29, 0.29, -0.16, 0.86, 0.80, 0.33, 0.43, 0.34, 0.34],
  "mol_weight_g_mol": 564.30,
  "e_lumo_ev": 1.80,
  "total_charge": -1
}